ORCA calculation (ωB97M-V with the def2-TZVPD basis set) on C43H40CaN5PS2Si as an isolated structure at a distorted geometry.

molecular weight = 790.10 g mol⁻¹
Kohn-Sham gap = 0.1453 Ha
charge = -2
electronic energy = -109967.7443 eV
highest occupied orbital energy = 0.305 eV
largest force on an atom = 1.64 eV/Å

```
93
C43H40CaN5PS2Si, DFT ωB97M-V with the def2-TZVPD basis set
Ca -0.6303 -0.4242 1.1685
N 0.9621 -0.6748 6.0715
C 0.5652 -0.6594 4.7080
S 1.4003 0.5490 3.6347
N -0.3052 -1.5019 4.2960
N -0.8196 -1.5102 3.0957
C -1.5972 -2.6004 2.7982
C -2.4625 -2.5761 1.7430
C -3.2253 -3.7243 1.3261
C -4.1539 -3.6176 0.3482
C -4.3929 -2.3529 -0.2530
C -3.5901 -1.3096 0.1371
N -2.6315 -1.3771 1.0452
H 1.8239 -0.1518 6.1827
H 0.2532 -0.2666 6.6795
H -1.4857 -3.4951 3.4111
H -3.0183 -4.6756 1.8021
H -4.7220 -4.4827 0.0220
H -5.1685 -2.2157 -0.9934
H -3.7436 -0.3293 -0.3103
C -1.8626 5.9031 -2.0676
Si -2.8520 4.6062 -1.0542
C -2.9276 5.2048 0.7452
C -4.6551 4.6860 -1.7253
C -2.2644 2.8544 -1.3924
C -2.6426 2.2434 -2.5735
C -2.3369 0.9103 -2.8193
C -1.6689 0.2125 -1.8322
N -1.2581 0.7726 -0.7126
C -1.5146 2.0728 -0.4707
S -0.8785 2.6937 0.9632
H -2.3239 6.8867 -2.0123
H -1.7947 5.6253 -3.1155
H -0.8515 5.9856 -1.6841
H -3.4233 6.1691 0.8323
H -1.9274 5.2846 1.1524
H -3.4578 4.4862 1.3602
H -5.0854 5.6770 -1.6076
H -5.2886 3.9812 -1.1955
H -4.7068 4.4312 -2.7794
H -3.2047 2.8102 -3.3048
H -2.6321 0.4168 -3.7310
H -1.4369 -0.8388 -1.9503
C 4.0332 1.4476 -2.3647
C 2.7078 1.7320 -2.0763
C 1.8650 0.7228 -1.6454
C 2.3202 -0.5845 -1.4945
C 3.6548 -0.8554 -1.7808
C 4.5008 0.1512 -2.2125
P 1.1029 -1.8922 -1.0676
C 0.5250 -2.0718 -2.9148
C -0.5037 -3.0103 -2.9982
C -1.1078 -3.3197 -4.1986
C -0.6850 -2.6848 -5.3580
C 0.3395 -1.7561 -5.2981
C 0.9344 -1.4457 -4.0861
C 2.1661 -3.3944 -1.2863
C 2.6450 -4.2531 -2.2408
C 3.6382 -5.1753 -1.8446
C 4.0857 -5.2924 -0.5484
C 3.5800 -4.4446 0.4648
C 3.8779 -4.3950 1.8432
C 3.3317 -3.3882 2.6068
C 2.5054 -2.3733 2.0833
C 2.1419 -2.3957 0.7562
C 2.6719 -3.4725 0.0213
H 4.7035 2.2288 -2.7045
H 2.3231 2.7385 -2.1967
H 0.8302 0.9454 -1.4336
H 4.0410 -1.8598 -1.6723
H 5.5331 -0.0905 -2.4440
H -0.8150 -3.5051 -2.0772
H -1.9091 -4.0478 -4.2358
H -1.1551 -2.9223 -6.3045
H 0.6876 -1.2703 -6.2042
H 1.7453 -0.7275 -4.0607
H 2.3227 -4.2169 -3.2744
H 4.0845 -5.8063 -2.6095
H 4.8663 -6.0117 -0.3156
H 4.5273 -5.1443 2.2902
H 3.5455 -3.3662 3.6697
H 2.1556 -1.6042 2.7574
C 0.8608 4.8491 4.9492
C 1.7287 4.4916 3.9221
C 1.8224 3.1799 3.5234
C 1.0292 2.1988 4.1233
C 0.1322 2.5616 5.1268
C 0.0593 3.8803 5.5336
H 0.8125 5.8746 5.2932
H 2.3388 5.2452 3.4409
H 2.4885 2.8814 2.7252
H -0.5158 1.8121 5.5621
H -0.6340 4.1592 6.3192
```



ORCA calculation (ωB97M-V with the def2-TZVPD basis set) on C43H40N5O6PReS3 as an isolated structure at a distorted geometry.

molecular weight = 1036.20 g mol⁻¹
Kohn-Sham gap (alpha / beta) = 0.2650 / 0.2422 Ha
charge = +2
electronic energy = -108890.6352 eV
highest occupied orbital energy (alpha / beta) = -12.981 / -13.025 eV
<S²> = 0.7566
2S+1 = 2
largest force on an atom = 2.36 eV/Å

```
99
C43H40N5O6PReS3, DFT ωB97M-V with the def2-TZVPD basis set
Re -0.3760 -0.5169 -0.7091
N -2.5032 -2.6723 1.3351
C -2.0678 -3.1727 0.1762
N -1.2075 -2.5995 -0.6661
C -0.9421 -3.4614 -1.7337
C -1.5703 -4.6465 -1.6950
S -2.5580 -4.7565 -0.2929
C -0.1274 -2.9491 -2.8222
C 0.1867 -3.5820 -3.9666
S 0.8894 -2.4726 -5.0775
C 0.7064 -1.2063 -3.9232
N 0.2446 -1.6134 -2.7563
N 1.0142 0.0725 -4.2287
H -2.3020 -1.7124 1.5770
H -3.2146 -3.1610 1.8516
H -1.5461 -5.4367 -2.4269
H 0.0231 -4.6100 -4.2447
H 1.2260 0.2971 -5.1867
H 0.5147 0.7771 -3.7054
O -3.1182 1.2743 -2.5412
C -1.9210 1.3654 -2.4905
O -1.0972 0.3027 -2.3929
C -1.2075 2.6641 -2.6378
C -1.7811 3.6386 -3.4484
C -1.1248 4.8377 -3.6658
C 0.1088 5.0675 -3.0689
C 0.6730 4.1084 -2.2418
C 0.0208 2.8950 -2.0139
P 0.7333 1.7433 -0.7967
C 2.5328 1.7441 -1.1425
C 3.1021 0.7979 -1.9947
C 4.4388 0.8787 -2.3541
C 5.2339 1.9004 -1.8541
C 4.6883 2.8297 -0.9812
C 3.3488 2.7542 -0.6257
C 0.6736 2.7152 0.7504
C 1.4130 2.2573 1.8413
C 1.3966 2.9400 3.0432
C 0.6420 4.1022 3.1686
C -0.0793 4.5763 2.0863
C -0.0658 3.8860 0.8781
H -2.7385 3.4308 -3.9081
H -1.5716 5.5927 -4.2987
H 0.6338 5.9977 -3.2426
H 1.6289 4.3107 -1.7761
H 2.5032 -0.0139 -2.3705
H 4.8592 0.1446 -3.0303
H 6.2766 1.9677 -2.1353
H 5.3036 3.6217 -0.5747
H 2.9516 3.4826 0.0680
H 2.0314 1.3779 1.7342
H 1.9729 2.5709 3.8821
H 0.6289 4.6420 4.1065
H -0.6510 5.4909 2.1736
H -0.6308 4.2746 0.0406
C -2.8968 1.8981 0.4888
C -3.2821 0.5313 0.0501
O -2.4475 -0.2998 -0.3739
C -4.6710 0.0872 0.1299
C -5.6206 0.8275 0.8367
C -6.9250 0.3732 0.9252
C -7.2906 -0.8078 0.2930
C -6.3543 -1.5410 -0.4316
C -5.0486 -1.0992 -0.5099
H -1.8367 2.0619 0.3312
H -3.1083 2.0256 1.5522
H -3.4731 2.6337 -0.0729
H -5.3486 1.7528 1.3274
H -7.6579 0.9415 1.4813
H -8.3138 -1.1544 0.3556
H -6.6522 -2.4479 -0.9408
H -4.3158 -1.6410 -1.0928
C 1.1911 -3.6661 1.1134
N 2.2755 -3.3023 0.2065
C 3.3372 -4.3035 0.0673
C 2.3555 -2.1819 -0.4652
O 1.5535 -1.2113 -0.5096
H 1.6084 -3.8654 2.0997
H 0.6924 -4.5634 0.7422
H 0.4798 -2.8580 1.1898
H 3.6617 -4.6227 1.0557
H 4.1834 -3.8832 -0.4701
H 2.9599 -5.1679 -0.4779
H 3.2816 -2.0678 -1.0329
O 4.4649 -1.8100 5.9266
C 3.2176 -2.3046 5.8051
O 2.8249 -3.1712 6.5262
C 2.3531 -1.7288 4.7168
C 2.8592 -1.2992 3.4982
C 2.0058 -0.8513 2.4987
C 0.6355 -0.8115 2.7240
S -0.6012 -0.1947 1.5999
C 0.1269 -1.2197 3.9581
C 0.9817 -1.6942 4.9376
H 4.6020 -1.0419 5.3606
H 3.9257 -1.3293 3.3021
H 2.4103 -0.5220 1.5584
H -0.9391 -1.1723 4.1426
H 0.5964 -2.0450 5.8860
```



ORCA calculation (ωB97M-V with the def2-TZVPD basis set) on C43H41B2F3GeN9RbS as an isolated structure.

molecular weight = 952.63 g mol⁻¹
Kohn-Sham gap (alpha / beta) = 0.2433 / 0.2316 Ha
charge = -1
electronic energy = -136186.1735 eV
highest occupied orbital energy (alpha / beta) = -4.496 / -4.495 eV
<S²> = 0.7542
2S+1 = 2
largest force on an atom = 0.54 eV/Å

```
101
C43H41B2F3GeN9RbS, DFT ωB97M-V with the def2-TZVPD basis set
Rb -0.7626 0.7068 0.8693
C 0.1332 2.3908 -2.3887
C 0.2642 0.9292 -2.6723
C 0.5622 0.2929 -3.8900
C 0.5002 -1.0497 -3.6015
N 0.1725 -1.1872 -2.2961
N 0.0394 0.0299 -1.7221
B -0.1066 -2.5223 -1.5694
N 0.8113 -2.7752 -0.3485
C 1.4076 -3.9282 0.0169
C 1.8333 -3.7999 1.3182
C 1.4285 -2.5090 1.6920
C 1.5999 -1.8385 3.0162
N 0.8097 -1.8991 0.6887
N -1.5801 -2.6358 -1.0767
C -2.2889 -3.7750 -0.9275
C -3.4347 -3.4858 -0.2268
C -3.3353 -2.1079 0.0432
C -4.2547 -1.2482 0.8478
N -2.2169 -1.6084 -0.4626
N 0.1122 -3.6319 -2.6290
C -0.7735 -4.0234 -3.5717
C -0.0958 -4.7481 -4.5228
C 1.2437 -4.7317 -4.0831
C 2.4455 -5.3400 -4.7320
N 1.3592 -4.0523 -2.9546
H 0.3048 2.9741 -3.2941
H 0.8542 2.7292 -1.6453
H -0.8608 2.6295 -2.0059
H 0.7911 0.7534 -4.8364
H 0.6656 -1.9092 -4.2279
H 1.5053 -4.7352 -0.6868
H 2.3733 -4.5198 1.9102
H 2.4115 -2.2990 3.5802
H 0.6955 -1.9131 3.6246
H 1.8410 -0.7811 2.9028
H -1.9260 -4.7113 -1.3167
H -4.2225 -4.1653 0.0526
H -5.2923 -1.5694 0.7485
H -4.1902 -0.2052 0.5392
H -3.9943 -1.2995 1.9065
H -1.8110 -3.7421 -3.5067
H -0.5061 -5.2198 -5.3999
H 2.1673 -6.2025 -5.3384
H 3.1639 -5.6624 -3.9793
H 2.9468 -4.6225 -5.3849
S -2.9244 5.7276 1.4966
C -1.4987 5.8593 2.4257
C -0.7396 4.7293 2.3264
C -1.2466 3.6712 1.4858
C -2.4477 4.1125 0.9729
C -3.3535 3.4129 0.0483
C -4.6132 3.9338 -0.2997
C -5.4098 3.2643 -1.2047
C -4.9604 2.0736 -1.7625
C -3.7203 1.6140 -1.3544
N -2.9443 2.2495 -0.4805
H -1.2957 6.7550 2.9949
H 0.1959 4.6503 2.8741
H -4.9591 4.8604 0.1387
H -6.3775 3.6707 -1.4748
H -5.5461 1.5161 -2.4804
H -3.3187 0.6781 -1.7351
Ge 2.5480 0.8726 0.3637
C 3.1886 2.5809 -0.2975
C 4.2305 2.6732 -1.2199
C 4.6218 3.9062 -1.7244
C 3.9688 5.0622 -1.3184
C 2.9230 4.9837 -0.4077
C 2.5337 3.7519 0.0979
C 4.0150 -0.4056 0.4631
C 5.0884 -0.1742 1.3266
C 6.1437 -1.0727 1.4038
C 6.1410 -2.2140 0.6121
C 5.0822 -2.4543 -0.2500
C 4.0246 -1.5563 -0.3221
H 2.0132 1.1842 1.7831
H 4.7442 1.7750 -1.5462
H 5.4348 3.9633 -2.4383
H 4.2699 6.0232 -1.7176
H 2.3982 5.8783 -0.0958
H 1.6912 3.7044 0.7819
H 5.1043 0.7149 1.9482
H 6.9668 -0.8813 2.0819
H 6.9638 -2.9163 0.6718
H 5.0629 -3.3475 -0.8622
H 3.1907 -1.7688 -0.9825
F -6.0114 0.3677 3.5995
C -4.6966 0.5191 3.8635
C -4.0636 1.6723 3.4472
C -2.7130 1.8099 3.7311
C -2.0132 0.7954 4.3937
C -2.6933 -0.3645 4.7788
C -4.0463 -0.5090 4.5252
H -4.6085 2.4356 2.9073
H -2.1904 2.6978 3.3962
H -2.1573 -1.1590 5.2837
H -4.5982 -1.3956 4.8054
F 0.1652 0.0586 5.4124
B -0.5146 0.9766 4.7227
F 0.1610 2.0529 4.3516
```